# 1
Entry from the Open Molecules 2025 dataset: a cluster of 3 separate species, C24H51F3N5O2 in total in a non-equilibrium geometry (wB97M-V/def2-TZVPD).

Each line ends with the Löwdin charge.
Geometry (Å):
C  1.0601  -4.6033  1.6282  -0.097
C  1.3668  -3.0185  1.8432  -0.373
C  0.0220  -2.3889  2.4344  -0.096
C  1.8041  -2.4598  0.4038  -0.114
C  1.5549  -0.8970  0.1784  -0.212
N  2.9086  -0.2482  0.5147  0.138
C  2.9628  0.8225  -0.4607  -0.165
N  3.3034  2.1027  -0.3520  0.264
C  3.7568  2.6471  0.9307  -0.413
F  2.9278  2.3558  2.0066  0.133
F  3.7356  4.0577  0.7847  0.107
F  5.1111  2.3297  1.1648  0.129
N  2.5086  0.1557  -1.7145  0.076
C  1.1316  -0.3250  -1.2623  -0.226
C  0.4058  -1.2558  -2.3281  -0.118
C  -1.2073  -1.0842  -2.3368  -0.157
C  -1.8382  -0.9706  -0.8671  -0.075
C  -1.9987  0.5189  -0.3137  -0.400
O  -1.8175  0.7310  0.9170  0.023
O  -2.3072  1.6211  -1.1447  0.051
H  2.0068  -5.1683  1.3231  0.089
H  0.3340  -4.6689  0.7334  0.083
H  0.5251  -5.0548  2.5223  0.084
H  2.1950  -2.9782  2.6260  0.137
H  0.2392  -1.2973  2.7335  0.071
H  -0.8884  -2.4894  1.7630  0.079
H  -0.2380  -2.9191  3.4197  0.092
H  1.3341  -3.1391  -0.3788  0.102
H  2.9408  -2.6366  0.3252  0.134
H  0.8558  -0.3296  0.8803  0.137
H  2.7481  0.0002  1.5032  0.140
H  3.2615  2.7155  -1.1773  0.206
H  3.0592  -0.7192  -1.7172  0.139
H  0.6141  0.6760  -1.0378  0.158
H  0.6860  -2.3547  -2.2849  0.113
H  0.7456  -0.8835  -3.3649  0.132
H  -1.5995  -2.0726  -2.7786  0.127
H  -1.4548  -0.2101  -3.0264  0.106
H  -2.8939  -1.4134  -0.9277  0.142
H  -1.2409  -1.6617  -0.1916  0.103
H  -2.2528  2.4187  -0.5651  0.133
C  -2.7265  2.6198  -8.3432  -0.091
C  -4.0427  2.0005  -7.8865  -0.269
N  -3.8961  0.7205  -7.2006  -0.193
C  -5.1720  0.0404  -6.9814  -0.247
C  -6.1843  0.7090  -6.0500  -0.089
C  -2.9840  0.7060  -6.0624  -0.256
C  -3.2891  1.6504  -4.9000  -0.091
H  -2.1851  1.9481  -9.0138  0.080
H  -2.9254  3.5476  -8.8857  0.075
H  -2.0773  2.8730  -7.5016  0.061
H  -4.6514  1.8477  -8.7846  0.121
H  -4.5756  2.7337  -7.2684  0.097
H  -4.9792  -0.9738  -6.6187  0.110
H  -5.6503  -0.0990  -7.9566  0.111
H  -5.9147  0.5813  -5.0005  0.053
H  -7.1638  0.2409  -6.1807  0.074
H  -6.3031  1.7741  -6.2554  0.068
H  -1.9749  0.9256  -6.4270  0.099
H  -2.9072  -0.3173  -5.6753  0.109
H  -3.6015  2.6411  -5.2356  0.073
H  -2.3909  1.7824  -4.2875  0.055
H  -4.0566  1.2444  -4.2417  0.055
C  3.7869  1.5239  4.9100  -0.096
C  2.4683  0.8937  5.3459  -0.274
N  2.6148  -0.3829  6.0353  -0.193
C  1.3408  -1.0734  6.2342  -0.248
C  0.3075  -0.4124  7.1473  -0.082
C  3.5098  -0.3879  7.1904  -0.245
C  3.1770  0.5551  8.3452  -0.083
H  4.3455  0.8551  4.2491  0.074
H  3.5889  2.4490  4.3630  0.058
H  4.4198  1.7840  5.7608  0.072
H  1.8748  0.7340  4.4368  0.102
H  1.9192  1.6231  5.9534  0.102
H  1.5362  -2.0852  6.6015  0.114
H  0.8794  -1.2183  5.2505  0.086
H  0.5607  -0.5365  8.2007  0.059
H  -0.6656  -0.8890  7.0009  0.074
H  0.1831  0.6515  6.9386  0.069
H  4.5225  -0.1603  6.8423  0.101
H  3.5888  -1.4092  7.5798  0.118
H  2.8602  1.5431  8.0046  0.070
H  4.0634  0.6972  8.9703  0.077
H  2.4017  0.1441  8.9906  0.057

As for the charge: +1.


# 2
Entry from the Open Molecules 2025 dataset: a structure of composition C24H52Cl12O3Si2 in a non-equilibrium geometry (wB97M-V/def2-TZVPD).

Each line ends with the Löwdin charge.
Geometry (Å):
C  1.0446  0.6199  0.1755  0.024
C  0.1888  -0.5012  -0.3708  -0.495
O  0.1381  -1.6063  0.1715  0.090
O  -0.4885  -0.2394  -1.5262  -0.042
C  -1.6018  0.6684  -1.3723  -0.178
C  -2.8010  -0.0327  -0.7245  -0.144
C  -3.3291  0.5687  0.5859  -0.189
C  -2.2741  1.1329  1.5265  -0.235
C  -2.8452  1.4388  2.9096  -0.260
C  -1.9166  2.3883  3.6978  -0.300
Si  -1.8639  2.0629  5.5445  0.500
O  -2.1449  0.4641  5.9101  -0.432
Si  -0.9709  -0.6363  5.4178  0.522
C  -1.7283  -1.7438  4.1067  -0.285
C  -1.1214  -3.1601  4.0648  -0.469
C  -1.9995  -4.0428  3.1411  -0.072
C  0.2601  -3.0481  3.4008  -0.090
H  0.4229  1.4811  0.4025  0.070
H  1.7879  0.9111  -0.5594  0.089
H  1.5194  0.2806  1.0854  0.088
H  -1.3038  1.5884  -0.8783  0.102
H  -1.8526  0.9371  -2.3885  0.059
H  -3.6146  0.0216  -1.4454  0.107
H  -2.5766  -1.0901  -0.6325  0.118
H  -4.0853  1.3191  0.3686  0.113
H  -3.8420  -0.2305  1.1232  0.113
H  -1.3911  0.5004  1.6059  0.100
H  -1.9588  2.0999  1.1305  0.109
H  -3.0575  0.5181  3.4462  0.074
H  -3.8050  1.9227  2.7375  0.112
H  -2.3131  3.3966  3.5726  0.069
H  -0.9281  2.4183  3.2448  0.067
H  -2.9312  2.8655  6.1838  -0.029
H  -0.5631  2.4938  6.0994  -0.035
H  -0.5022  -1.3896  6.5905  -0.047
H  0.2013  0.1064  4.8955  -0.023
H  -1.6187  -1.2995  3.1202  0.067
H  -2.7825  -1.8455  4.3641  0.080
H  -1.0354  -3.6014  5.0535  0.115
H  -2.9910  -3.6005  3.0751  0.063
H  -2.1415  -5.0459  3.5310  0.070
H  -1.5853  -4.0419  2.1386  0.073
H  0.9384  -2.4388  3.9981  0.066
H  0.1183  -2.5566  2.4424  0.052
H  0.7054  -4.0230  3.2276  0.080
Cl  1.3233  -0.6190  8.5736  0.544
C  2.8223  0.3481  8.7155  -0.675
C  2.6921  1.7108  8.0921  -0.657
Cl  2.5730  1.6306  6.3135  0.532
H  3.6288  -0.2200  8.2583  0.071
H  3.0280  0.4417  9.7836  -0.031
H  3.5764  2.2986  8.3211  0.030
H  1.8175  2.2385  8.4650  0.071
Cl  5.8888  2.5573  10.1043  0.566
C  6.0188  2.2714  11.8580  -0.654
C  5.6863  0.8510  12.2301  -0.640
Cl  3.9576  0.4656  12.0029  0.597
H  5.3659  2.9785  12.3624  0.070
H  7.0483  2.4878  12.1370  0.074
H  5.9048  0.6911  13.2843  0.073
H  6.2645  0.1410  11.6450  0.071
Cl  -1.4726  1.0477  -5.0453  0.570
C  0.1949  1.5378  -5.4305  -0.668
C  0.9971  1.8274  -4.1813  -0.701
Cl  0.3946  3.2994  -3.3652  0.549
H  0.1465  2.4035  -6.0868  0.072
H  0.6405  0.7160  -5.9762  0.003
H  2.0382  2.0132  -4.4260  0.023
H  0.9451  1.0031  -3.4736  0.052
Cl  1.1306  -2.3133  -7.1229  0.561
C  2.8130  -1.8774  -7.5289  -0.650
C  3.6206  -1.5834  -6.2918  -0.627
Cl  3.0588  -0.0874  -5.4993  0.640
H  2.7848  -1.0245  -8.2026  0.045
H  3.2439  -2.7228  -8.0622  0.078
H  4.6671  -1.4386  -6.5534  0.075
H  3.5525  -2.3913  -5.5684  0.071
Cl  2.0712  -0.1740  -11.1420  0.538
C  0.4082  -0.6008  -11.6397  -0.669
C  -0.1296  -1.7735  -10.8677  -0.692
Cl  0.7114  -3.2972  -11.2753  0.530
H  0.4213  -0.7969  -12.7088  0.070
H  -0.2137  0.2723  -11.4515  0.054
H  -1.1831  -1.9207  -11.1097  -0.005
H  -0.0357  -1.6159  -9.7955  0.036
Cl  -2.8474  1.1700  -9.0408  0.543
C  -4.2626  1.1179  -10.1199  -0.663
C  -4.4564  -0.2448  -10.7302  -0.635
Cl  -3.1599  -0.6443  -11.8904  0.601
H  -4.1308  1.8798  -10.8836  0.068
H  -5.1321  1.3767  -9.5185  0.074
H  -5.3944  -0.2722  -11.2814  0.074
H  -4.4772  -1.0228  -9.9719  0.072

As for the charge: 0.


Number 1: total energy -45403.36619 eV, frontier orbital gap 5.2 eV. Number 2: total energy -197901.95041 eV, frontier orbital gap 10.2 eV.